{"formula": "C23H68F6N11O25S2", "method": "wB97M-V/def2-TZVPD", "species": ["C", "F", "F", "F", "S", "O", "O", "N", "S", "O", "O", "C", "F", "F", "F", "C", "O", "N", "N", "H", "H", "H", "H", "C", "O", "N", "N", "H", "H", "H", "H", "C", "O", "N", "N", "H", "H", "H", "H", "C", "O", "N", "N", "H", "H", "H", "H", "C", "O", "N", "N", "H", "H", "H", "H", "C", "C", "O", "O", "H", "H", "H", "H", "H", "H", "C", "C", "O", "O", "H", "H", "H", "H", "H", "H", "C", "C", "O", "O", "H", "H", "H", "H", "H", "H", "C", "C", "O", "O", "H", "H", "H", "H", "H", "H", "C", "C", "O", "O", "H", "H", "H", "H", "H", "H", "C", "C", "O", "O", "H", "H", "H", "H", "H", "H", "C", "C", "O", "O", "H", "H", "H", "H", "H", "H", "C", "C", "O", "O", "H", "H", "H", "H", "H", "H"], "positions_angstrom": [[0.529, -1.135, -1.260], [0.779, -2.075, -0.366], [1.597, -0.491, -1.750], [-0.074, -1.693, -2.311], [-0.590, 0.229, -0.504], [-1.463, 0.625, -1.573], [-1.189, -0.426, 0.633], [0.554, 1.387, -0.145], [0.178, 2.235, 1.125], [0.792, 3.519, 1.204], [-1.229, 2.214, 1.416], [0.987, 1.144, 2.502], [0.111, 0.211, 2.936], [2.068, 0.493, 2.081], [1.236, 1.904, 3.577], [-5.236, 2.966, -2.977], [-5.249, 4.190, -3.100], [-6.130, 2.146, -3.630], [-4.296, 2.278, -2.261], [-6.784, 2.572, -4.255], [-5.976, 1.156, -3.537], [-4.468, 1.305, -2.076], [-3.356, 2.607, -2.065], [5.742, 3.356, 2.874], [4.857, 4.201, 2.859], [7.064, 3.679, 3.000], [5.461, 2.027, 2.662], [7.269, 4.654, 2.864], [7.888, 3.112, 3.053], [4.554, 1.676, 2.902], [6.253, 1.409, 2.647], [-2.166, -4.178, 1.554], [-3.014, -4.219, 0.663], [-1.404, -3.123, 1.955], [-1.907, -5.298, 2.322], [-1.588, -2.176, 1.613], [-0.955, -3.081, 2.876], [-1.323, -5.168, 3.123], [-2.410, -6.157, 2.208], [-0.207, -6.315, -1.363], [-0.032, -7.131, -2.265], [-0.178, -4.927, -1.550], [-0.112, -6.631, -0.021], [-0.183, -4.604, -2.500], [-0.330, -4.337, -0.758], [0.135, -7.601, 0.086], [-0.230, -5.934, 0.684], [-4.392, -2.435, -2.210], [-5.012, -1.860, -3.093], [-3.062, -2.809, -2.268], [-4.905, -2.699, -0.961], [-2.546, -2.661, -3.112], [-2.809, -3.287, -1.420], [-4.421, -3.325, -0.354], [-5.911, -2.703, -0.920], [-2.305, 0.166, -4.973], [-1.715, 0.200, -6.371], [-2.105, -0.917, -7.199], [-1.810, 1.256, -4.249], [-2.069, -0.834, -4.580], [-3.398, 0.228, -4.957], [-0.661, 0.442, -6.478], [-2.194, 1.018, -6.926], [-2.947, -0.721, -7.611], [-1.825, 1.115, -3.289], [3.028, 3.349, -2.064], [2.163, 2.476, -2.934], [0.775, 2.450, -2.614], [3.451, 2.594, -0.891], [2.645, 4.331, -1.786], [3.887, 3.550, -2.713], [2.496, 1.430, -2.900], [2.331, 2.813, -3.963], [0.788, 2.142, -1.687], [2.658, 2.096, -0.655], [-1.224, 4.118, 5.282], [-0.704, 3.384, 6.504], [0.302, 2.428, 6.210], [-2.329, 3.482, 4.638], [-0.426, 4.291, 4.559], [-1.578, 5.092, 5.646], [-1.577, 2.972, 7.038], [-0.258, 4.077, 7.224], [0.097, 2.144, 5.312], [-2.994, 3.458, 5.335], [4.903, -2.161, -5.434], [4.124, -1.308, -4.445], [2.728, -1.564, -4.326], [5.043, -3.488, -4.944], [5.860, -1.641, -5.533], [4.387, -2.222, -6.392], [4.092, -0.241, -4.694], [4.587, -1.277, -3.457], [2.614, -2.235, -3.646], [4.814, -4.142, -5.604], [-1.602, 4.847, -2.047], [-2.020, 5.656, -0.836], [-3.421, 5.771, -0.677], [-1.792, 3.480, -1.663], [-0.555, 5.158, -2.128], [-2.157, 5.002, -2.970], [-1.549, 6.645, -0.868], [-1.463, 5.209, 0.000], [-3.694, 4.841, -0.686], [-1.140, 2.852, -1.996], [0.958, -2.497, 6.536], [0.460, -2.346, 5.116], [-0.352, -3.361, 4.539], [2.121, -3.349, 6.522], [0.251, -2.867, 7.280], [1.373, -1.527, 6.827], [1.390, -2.193, 4.560], [-0.225, -1.499, 5.098], [0.110, -4.198, 4.415], [2.319, -3.652, 7.411], [-4.819, -0.757, 3.888], [-3.487, -0.404, 3.278], [-3.621, 0.821, 2.603], [-5.853, -1.116, 2.978], [-5.221, 0.081, 4.472], [-4.592, -1.597, 4.556], [-3.265, -1.224, 2.580], [-2.647, -0.394, 3.979], [-2.854, 1.080, 2.073], [-5.569, -0.641, 2.179], [5.190, -0.424, -1.097], [5.307, -1.899, -0.839], [6.631, -2.245, -0.398], [5.469, 0.372, 0.017], [4.239, -0.122, -1.561], [5.835, -0.099, -1.931], [4.956, -2.458, -1.712], [4.584, -2.224, -0.080], [6.593, -3.204, -0.491], [5.542, 1.311, -0.171]], "forces_ev_per_a": [[-0.936, 1.927, -0.698], [0.692, 0.210, -0.121], [0.410, -0.964, 0.680], [-0.170, -0.187, 0.308], [0.410, -0.673, 0.008], [0.366, 0.060, 0.409], [0.283, 0.272, -0.319], [-1.059, -1.562, -0.627], [-1.018, 0.315, 2.009], [0.886, -0.450, -0.484], [0.198, -0.339, 0.140], [-1.440, 0.319, -0.109], [0.180, 0.117, -0.253], [0.205, 0.440, 0.248], [0.696, -0.015, -0.354], [0.722, 0.697, -0.590], [-0.050, -0.722, 0.055], [0.369, 0.078, 0.811], [-0.489, -0.533, 0.341], [-0.145, -0.172, -0.012], [-0.421, -0.023, -0.505], [0.128, -0.117, -0.092], [-0.288, 0.610, 0.026], [-1.497, -0.214, -0.604], [0.757, -0.175, 0.352], [0.719, 1.096, 0.015], [1.076, 0.343, 0.285], [-0.216, 0.026, 0.115], [-0.408, -0.656, -0.078], [-0.099, 0.036, -0.148], [-0.337, -0.418, 0.010], [-0.540, -0.293, 1.012], [0.812, 0.339, -0.054], [-0.075, 1.141, -0.553], [0.432, 0.207, -0.164], [-0.111, -0.699, -0.412], [-0.322, -0.538, -0.407], [-0.115, -0.261, 0.226], [-0.197, 0.126, -0.150], [2.097, 1.215, -0.105], [-0.813, 0.641, 0.807], [-0.370, -1.728, -0.289], [-0.438, -0.786, -1.649], [-0.216, 0.271, 0.120], [-0.116, 0.466, -0.189], [-0.153, 0.194, 0.785], [0.000, -0.289, 0.475], [0.738, 0.346, 0.213], [0.135, -0.208, 0.033], [-1.699, 0.334, 0.258], [-1.008, 0.390, -0.612], [0.281, -0.167, 0.126], [1.148, -0.251, -0.417], [0.202, -0.299, 0.427], [0.089, 0.073, 0.072], [0.083, -0.654, 0.268], [-2.000, 1.258, -1.897], [0.842, -0.652, 0.655], [0.602, 0.293, 0.056], [0.223, 0.210, 0.429], [-0.080, -0.197, -0.540], [0.238, -0.731, 0.571], [0.228, 0.618, 0.537], [-0.058, 0.103, 0.141], [-0.056, -0.270, -0.547], [0.962, -0.934, 0.303], [-0.691, 0.065, -0.779], [0.708, 0.381, 0.022], [-0.171, 0.717, -0.845], [-0.541, -0.172, 0.050], [0.454, -0.085, 0.547], [0.524, 0.208, 0.037], [-0.648, -0.037, -0.016], [-0.418, 0.146, -0.249], [0.176, -0.089, 0.452], [-0.425, 0.728, 0.419], [0.196, 0.243, 0.360], [-0.656, -0.135, -0.159], [0.596, -0.152, 0.398], [-0.101, -0.113, -0.118], [0.229, 0.156, -0.161], [0.123, -0.388, -0.129], [0.051, 0.159, -0.233], [0.277, -0.297, 0.067], [-0.296, -0.228, -0.351], [-0.741, 0.132, 0.255], [-0.805, 1.159, 0.240], [0.211, -0.778, 0.113], [0.375, 0.059, 0.660], [0.254, -0.374, -0.241], [0.019, 0.459, -0.086], [0.670, -0.153, -0.683], [0.214, -0.564, -0.071], [-0.139, -0.096, -0.149], [-0.071, 0.173, -0.182], [0.436, -0.211, 0.736], [0.422, 0.662, -0.294], [0.672, -0.594, 0.374], [0.017, -0.212, 0.245], [0.178, -0.727, -0.571], [-0.037, 0.480, 0.060], [-0.591, 0.245, -0.392], [-0.599, -0.340, 0.223], [-0.567, 0.296, -0.022], [0.225, 0.604, -0.436], [1.084, -0.353, 0.338], [-0.069, 0.242, 0.521], [0.028, -0.732, 0.334], [-0.252, -0.555, -0.423], [-0.316, 0.164, -0.236], [-0.709, 0.300, 0.064], [-0.332, 0.258, -0.470], [0.468, 0.348, -0.177], [0.468, 0.241, 0.372], [-0.066, 0.069, 0.059], [-0.076, 0.076, 1.301], [0.125, -0.106, -1.193], [-0.484, 0.266, -0.080], [1.126, 0.200, -0.640], [0.421, -0.032, 0.206], [-0.473, -0.041, 0.002], [0.054, 0.040, -0.152], [-0.272, 0.106, 0.460], [0.188, -0.231, 0.155], [-0.580, -0.192, -0.090], [0.140, 1.539, -1.657], [-0.558, 0.269, 0.805], [-0.877, -0.412, -0.754], [0.246, -0.665, 1.274], [-0.518, -0.615, 0.581], [0.595, -0.573, 0.159], [0.583, 0.123, -0.362], [0.043, 0.379, 0.318], [0.647, 0.012, 0.245], [-0.430, -0.053, -0.397]], "mulliken_charge": [0.0856, -0.1351, -0.1676, -0.1180, -0.3020, 0.1595, 0.1293, -0.2860, 0.7729, -0.6015, -0.4881, 0.2414, -0.1511, -0.1406, -0.2246, 0.5860, -0.6595, -0.4210, 0.0718, 0.1910, 0.1645, 0.1421, -0.0670, 0.6452, -0.6196, -0.4200, -0.2720, 0.2341, 0.1598, 0.1292, 0.1580, 0.4579, -0.7369, 0.3275, -0.2948, -0.3126, 0.4520, 0.0285, 0.2489, 0.5001, -0.6846, -0.0900, -0.3103, 0.1416, -0.0081, 0.2090, 0.2223, 0.5573, -0.7057, -0.0965, -0.2743, 0.1171, 0.1102, 0.2998, 0.2112, 0.5831, -0.7189, -0.5656, -0.5417, -0.2377, 0.1661, 0.2935, 0.3260, 0.3138, 0.3669, -0.4937, -0.4209, -0.3837, -0.4495, 0.1649, 0.4232, 0.1240, 0.4326, 0.2696, 0.3360, -0.7533, -0.2211, -0.5267, -0.3745, 0.3842, 0.3680, 0.2363, 0.3438, 0.2790, 0.2614, -0.5831, 0.2255, -0.4009, -0.5469, 0.2766, 0.3430, 0.3195, -0.3318, 0.2516, 0.3017, -0.2281, -0.4790, -0.5904, 0.1501, 0.1925, 0.2225, 0.4245, 0.0868, 0.3488, -0.0433, -0.5513, -0.2066, -0.6539, -0.5424, 0.3742, 0.3077, 0.2350, 0.2485, 0.2702, 0.2996, -0.6126, 0.1935, -0.5917, -0.5332, 0.3028, 0.3239, 0.2700, -0.0269, 0.2752, 0.3627, -0.0831, -0.5071, -0.5509, -0.4318, 0.0051, 0.4649, 0.3964, 0.2995, 0.3148, 0.2566], "spin_multiplicity": 1, "e_tot_ev": -130509.428, "homo_lumo_gap_ev": 8.40, "charge": -1, "e_above_lowest_kcal_mol": 42.4, "homo_ev": -6.92}